Entry 1:
This record from the OMol25 dataset describes 10 unconnected molecules or ions with the total composition C60H41NO20 in a non-equilibrium geometry. The level of theory is the ωB97M-V functional and the def2-TZVPD basis.

As for the net charge: 0. For the energy relative to the best compared isomer or geometry (same formula, charge and spin), the calculation gives 0.0 kcal/mol. The SMILES is O=[N+]([O-])c1ccccc1.O=C1C=CC(=O)C=C1.O=C1C=CC(=O)C=C1.O=C1C=CC(=O)C=C1.O=C1C=CC(=O)C=C1.O=C1C=CC(=O)C=C1.O=C1C=CC(=O)C=C1.O=C1C=CC(=O)C=C1.O=C1C=CC(=O)C=C1.O=C1C=CC(=O)C=C1. The calculation puts the molecular weight at 1095.97 g/mol.

CARTESIAN COORDINATES (ANGSTROEM)
O1 3.82493 -1.40011 -0.96721
N1 2.67075 -1.52752 -1.37862
O2 2.42572 -1.85276 -2.51948
C1 1.54043 -1.24774 -0.51072
C2 1.79903 -0.61705 0.67022
C3 0.69101 -0.45182 1.50422
C4 -0.59237 -0.82763 1.08604
C5 -0.77252 -1.45090 -0.13444
C6 0.29533 -1.64542 -0.99296
H1 2.77961 -0.37557 1.08623
H2 0.79981 -0.07137 2.49949
H3 -1.48826 -0.72741 1.71145
H4 -1.77462 -1.79607 -0.41255
H5 0.05160 -2.07114 -1.96470
O3 -0.50919 -5.50014 0.76007
C7 0.25297 -4.71463 1.29490
C8 -0.33700 -3.98850 2.42405
C9 0.33098 -3.16077 3.25310
C10 1.78836 -2.90329 3.05788
O4 2.44284 -2.12772 3.70039
C11 2.34848 -3.81986 1.98876
C12 1.71888 -4.64966 1.16869
H6 -1.36740 -4.27853 2.57718
H7 -0.15021 -2.79265 4.16227
H8 3.42778 -3.72447 2.03017
H9 2.28794 -5.35758 0.54213
O5 -1.95808 2.41982 3.51296
C13 -2.02706 3.59637 3.80150
C14 -3.36131 4.34019 3.92757
C15 -3.42884 5.64895 4.27458
C16 -2.23443 6.53058 4.48007
O6 -2.35915 7.70796 4.71596
C17 -0.93658 5.79131 4.21593
C18 -0.83116 4.47158 3.98081
H10 -4.24201 3.78802 3.62339
H11 -4.42604 6.08525 4.37458
H12 -0.00835 6.37628 4.21147
H13 0.18153 4.06803 3.87165
O7 -6.75324 -5.83106 -0.45798
C19 -5.96702 -5.06735 0.05523
C20 -5.23908 -3.97064 -0.63850
C21 -4.41068 -3.14544 0.01895
C22 -4.10861 -3.19681 1.46956
O8 -3.41511 -2.33963 1.99631
C23 -4.70752 -4.39506 2.17556
C24 -5.50641 -5.26657 1.54498
H14 -5.50225 -3.95425 -1.67984
H15 -3.92575 -2.36332 -0.56328
H16 -4.48800 -4.70867 3.21778
H17 -5.92678 -6.15057 1.95557
O9 5.73013 0.38669 3.21171
C25 4.97083 1.27843 3.16686
C26 5.30150 2.72311 2.78028
C27 4.36884 3.69643 2.67916
C28 2.94023 3.41621 3.08006
O10 2.12225 4.31261 3.13440
C29 2.63176 2.03691 3.43285
C30 3.55725 1.05342 3.47826
H18 6.32088 3.03706 2.44492
H19 4.55321 4.70349 2.34379
H20 1.59582 1.89268 3.67099
H21 3.27005 0.01925 3.76952
O11 -1.58885 6.28137 1.32815
C31 -0.78686 5.51776 0.81776
C32 -1.00146 4.07744 0.83607
C33 0.00276 3.26538 0.67269
C34 1.35641 3.73757 0.33151
O12 2.29803 2.96645 0.10969
C35 1.52980 5.20474 0.09420
C36 0.50578 6.03966 0.27588
H22 -1.98331 3.74493 1.17800
H23 -0.13408 2.15822 0.78426
H24 2.52006 5.44300 -0.28477
H25 0.53665 7.12512 0.17481
O13 7.53901 -1.50028 -1.13129
C37 7.25094 -0.62612 -1.85543
C38 6.18252 -0.65261 -2.91657
C39 5.83087 0.36010 -3.72361
C40 6.56946 1.66458 -3.66373
O14 6.19872 2.59403 -4.32514
C41 7.84275 1.61959 -2.78687
C42 8.10794 0.63020 -1.95765
H26 5.64096 -1.58494 -2.91455
H27 4.99042 0.30635 -4.39763
H28 8.49039 2.46613 -2.82913
H29 9.04752 0.65191 -1.39007
O15 0.53664 -8.76265 -3.82688
C43 0.24584 -7.60101 -3.68449
C44 -0.39134 -6.88615 -2.51172
C45 -0.64283 -5.58289 -2.42189
C46 -0.32410 -4.65687 -3.58865
O16 -0.57694 -3.47026 -3.52134
C47 0.28494 -5.29308 -4.71979
C48 0.56641 -6.61107 -4.75862
H30 -0.62006 -7.57920 -1.70398
H31 -1.00690 -5.26618 -1.43931
H32 0.63438 -4.74786 -5.59158
H33 1.08221 -7.06254 -5.56076
O17 -4.78654 4.12654 0.84818
C49 -4.87156 3.02351 0.37213
C50 -4.26026 1.80728 0.98203
C51 -4.58363 0.59800 0.54488
C52 -5.54570 0.47890 -0.61385
O18 -5.69919 -0.62710 -1.07319
C53 -6.26667 1.66896 -1.13596
C54 -5.84765 2.85271 -0.76645
H34 -3.55945 1.97346 1.79840
H35 -4.15063 -0.29839 0.98046
H36 -7.12744 1.41980 -1.73234
H37 -6.19395 3.84587 -0.99768
O19 0.18576 0.41830 -6.54306
C55 -0.24398 0.75873 -5.50509
C56 0.48019 0.65989 -4.09186
C57 -0.09403 1.08349 -2.94867
C58 -1.49562 1.60035 -2.88306
O20 -2.14773 1.93161 -1.90413
C59 -2.11713 1.76085 -4.21055
C60 -1.57044 1.51310 -5.41454
H38 1.52457 0.35392 -4.08147
H39 0.44939 1.07978 -2.03360
H40 -3.07817 2.28924 -4.24622
H41 -2.00054 1.79944 -6.35608



Entry 2:
This record from the OMol25 dataset describes a molecular structure, C60H45Cl4N6O3W in a non-equilibrium geometry. The level of theory is the ωB97M-V functional and the def2-TZVPD basis.

As for the net charge: -1. As for the spin multiplicity: 3. The total energy comes out at -4775.259022 hartree. The calculation puts the molecular weight at 1223.71 g/mol.

CARTESIAN COORDINATES (ANGSTROEM)
W1 -0.75852 -0.28123 -0.21827
Cl1 0.48977 -7.16764 6.03237
C1 -0.09050 -5.92610 5.09730
C2 0.67735 -5.53657 4.06334
C3 0.09714 -4.94314 2.99669
C4 -0.95949 -4.03212 3.26024
C5 -1.75164 -4.32110 4.49834
C6 -1.37068 -5.34735 5.32156
C7 -0.94338 -2.95739 2.28157
C8 -0.89488 -3.31873 0.96437
C9 -1.23760 -4.65094 0.38956
C10 -1.36001 -4.52965 -0.99727
C11 -0.95703 -3.18147 -1.33907
C12 -0.99019 -2.60477 -2.69439
C13 -0.46114 -3.35711 -3.86027
C14 0.19869 -4.67889 -3.78782
C15 0.20879 -5.58376 -4.83857
C16 -0.55989 -5.23391 -5.97542
Cl2 -1.35377 -6.45907 -7.00601
C17 -0.80944 -3.88658 -6.30209
C18 -0.69882 -2.97326 -5.23528
C19 -2.05975 -1.70867 -2.90980
N1 -2.24981 -0.71101 -1.85337
C20 -3.72159 -0.35143 -1.83943
C21 -4.23478 0.58194 -0.95261
C22 -5.62063 0.62567 -0.60143
C23 -6.15216 1.74233 0.14879
C24 -7.46229 2.08234 0.01885
C25 -8.24423 1.35820 -0.85201
Cl3 -9.51485 2.12658 -1.63138
C26 -7.91342 0.05389 -1.19459
C27 -6.61435 -0.33149 -1.00530
C28 -3.30500 1.47874 -0.35065
C29 -3.40141 2.84129 -0.23867
C30 -2.38434 3.38757 0.62737
C31 -1.64176 2.26509 1.07880
N2 -2.16186 1.09881 0.35113
C32 -0.73172 2.03937 2.21521
C33 -0.83018 0.69412 2.71570
C34 -0.81609 0.23806 4.05264
C35 -0.61751 -1.13691 3.97783
C36 -0.79104 -1.57853 2.68232
N3 -0.69108 -0.44111 1.88102
C37 0.19616 3.04293 2.77585
C38 1.46320 2.64792 3.44599
C39 2.17426 3.59533 4.16891
C40 1.66383 4.93088 4.38225
Cl4 2.06267 5.99041 5.72951
C41 0.57909 5.28323 3.61505
C42 -0.18442 4.38614 2.90132
C43 -4.29560 -1.04941 -2.89854
C44 -3.32739 -1.82170 -3.55561
N4 -0.83448 -2.45162 -0.14538
H1 1.68899 -5.94466 3.94366
H2 0.48134 -5.03874 2.02309
H3 -2.59452 -3.62351 4.73162
H4 -2.08506 -5.70581 6.05782
H5 -1.35002 -5.44334 1.14271
H6 -1.51246 -5.40814 -1.59627
H7 0.57634 -4.95263 -2.80603
H8 0.76841 -6.53765 -4.76278
H9 -1.31468 -3.49022 -7.19235
H10 -1.09995 -1.94082 -5.38077
H11 -5.48480 2.39004 0.71050
H12 -7.85473 3.05583 0.35864
H13 -8.57847 -0.59053 -1.76384
H14 -6.37408 -1.30974 -1.40170
H15 -4.01377 3.38728 -0.89809
H16 -2.20774 4.46167 0.80789
H17 -1.02822 0.86651 4.96039
H18 -0.40467 -1.69350 4.90224
H19 1.80709 1.57402 3.30657
H20 3.13837 3.40660 4.65319
H21 0.35440 6.33972 3.39204
H22 -1.19055 4.70606 2.62363
H23 -5.33067 -0.99911 -3.14023
H24 -3.45245 -2.51435 -4.40321
H25 -1.77542 0.14171 -2.28372
C45 0.48632 4.96528 -1.36717
C46 0.37748 3.72905 -2.43019
C47 1.67864 3.36708 -3.03717
C48 -0.60287 4.09755 -3.49802
C49 -0.17985 2.56463 -1.67885
N5 -0.19933 1.41166 -1.32101
H26 1.47597 5.03331 -0.85188
H27 -0.22521 4.76713 -0.51069
H28 0.26335 5.89350 -1.89946
H29 2.43922 4.17750 -2.94702
H30 1.58696 3.10148 -4.10914
H31 2.19784 2.58872 -2.45418
H32 -0.20477 4.86711 -4.14909
H33 -1.51316 4.43343 -3.01773
H34 -0.99530 3.18167 -4.13064
O1 4.46339 2.73071 -0.76640
C50 5.10470 2.45926 0.25900
N6 4.61750 2.35444 1.54121
C51 5.58553 1.74490 2.35568
O2 5.40478 1.29261 3.45363
C52 6.84465 1.89655 1.62963
C53 8.17247 1.68080 2.04855
C54 9.16397 1.65804 1.02305
C55 8.79720 1.83954 -0.33133
C56 7.54778 2.36286 -0.67570
C57 6.57577 2.29320 0.31369
H35 8.37525 1.42678 3.13848
H36 10.19469 1.38838 1.28106
H37 9.57534 1.61310 -1.07073
H38 7.34126 2.91703 -1.56707
C58 3.22617 -0.26019 0.53356
C59 2.11551 -1.18431 -0.07234
C60 2.67317 -2.12286 -1.13276
O3 1.13112 -0.42011 -0.74151
H39 3.80692 -0.73903 1.32200
H40 2.80085 0.65279 1.04999
H41 3.87607 0.18400 -0.21404
H42 1.66336 -1.80861 0.75089
H43 2.40488 -1.79366 -2.12989
H44 2.21674 -3.12109 -0.99208
H45 3.76074 -2.29911 -0.97994